ORCA calculation (ωB97M-V with the def2-TZVPD basis set) on C17H28BaNO2P2Te as an isolated structure.

Each line ends with the Löwdin charge.
Atoms and positions in Å:
Ba  0.23684  -0.71526  -1.00948  1.40
P  -1.16847  1.99314  -1.13477  0.72
C  0.61685  2.46685  -1.33469  -0.36
C  1.48457  2.38828  -0.07053  -0.34
N  1.60402  1.18183  0.52433  -0.02
C  2.37114  1.05936  1.63077  -0.32
C  3.07286  2.14361  2.15745  -0.01
C  2.96532  3.39167  1.54460  -0.02
C  2.14925  3.51464  0.42166  -0.01
C  2.45728  -0.28179  2.34464  -0.30
P  2.01312  -1.75753  1.30649  0.73
H  2.01217  4.46089  -0.09900  0.12
H  3.69779  1.98419  3.03293  0.12
H  3.51872  4.24727  1.92338  0.12
H  3.48068  -0.42525  2.74000  0.10
H  1.77095  -0.29166  3.21649  0.10
H  1.08505  1.79460  -2.12181  0.05
H  0.62714  3.49454  -1.73473  0.10
H  2.19920  -0.84619  -3.24307  0.03
O  1.90455  0.07665  -3.03175  -0.22
H  2.56374  0.68934  -3.39111  0.08
H  0.79256  -2.93407  -2.52050  -0.06
O  1.69148  -2.49475  -2.50756  -0.25
H  2.30353  -3.21069  -2.24120  0.08
C  3.66296  -2.08199  0.58256  -0.28
H  4.38244  -2.29726  1.38431  0.05
H  3.58971  -2.95584  -0.08245  0.04
H  4.01565  -1.21810  -0.00168  0.05
C  1.94455  -3.06156  2.57546  -0.27
H  1.44976  -3.93100  2.12223  0.05
H  2.94396  -3.35749  2.91690  0.05
H  1.34446  -2.73336  3.43263  0.05
C  -1.76529  3.14870  0.13509  -0.27
H  -1.90747  4.15966  -0.26766  0.05
H  -2.73269  2.75791  0.49111  0.05
H  -1.08142  3.18401  0.99132  0.04
C  -1.93921  2.63524  -2.65706  -0.27
H  -2.88462  2.08611  -2.77945  0.05
H  -2.14595  3.71006  -2.58094  0.05
H  -1.30667  2.43074  -3.53203  0.05
Te  -1.63105  -3.44338  -1.27492  0.59
C  -3.27202  -2.44544  -0.44411  -0.74
C  -3.28343  -1.89996  0.86789  -0.17
C  -4.50788  -1.46654  1.40860  -0.10
C  -5.69287  -1.53853  0.66355  -0.10
C  -5.65625  -2.02413  -0.65166  -0.09
C  -4.45468  -2.45885  -1.22243  -0.18
H  -2.36063  -1.88825  1.45604  0.08
H  -4.55421  -1.07263  2.42788  0.10
H  -6.64671  -1.22310  1.09739  0.10
H  -6.56997  -2.07134  -1.23455  0.10
H  -4.39082  -2.87331  -2.22654  0.08

Calculated values
- Total energy: -1845.90755 Eh
- 2S+1: 1
- M: 605.3 g/mol
- HOMO level (spin up / spin down): -9.156 / -9.156 eV
- Energy relative to the best compared isomer or geometry (same formula, charge and spin): 0.00 kcal per mole
- Maximum force: 1.42 eV/A
- Orbital gap (spin up / spin down): 6.41 / 6.42 eV
- Total charge: +1